Entry from OMol25: a cluster of 9 separate species, C24H52N4O18 in total in a non-equilibrium geometry (ωB97M-V/def2-TZVPD).

The geometry in XYZ format:
```
98
Properties=species:S:1:pos:R:3:forces:R:3
C 1.847 3.697 1.460 -0.7 -0.8 0.5
N 1.130 2.419 1.082 0.2 0.2 -0.6
O 1.007 1.485 1.853 0.4 0.4 0.5
O 0.640 2.427 -0.019 -0.1 -0.2 -0.5
H 1.200 4.045 2.266 0.1 0.5 -0.1
H 1.824 4.297 0.551 0.2 0.0 0.5
H 2.839 3.472 1.852 -0.2 -0.1 -0.3
C -5.009 -0.669 -1.729 0.4 0.7 0.2
N -5.708 -1.769 -2.434 1.2 -2.7 1.5
O -5.297 -2.933 -2.238 -0.3 1.9 -0.2
O -6.619 -1.500 -3.149 -0.9 0.7 -0.9
H -5.702 0.141 -1.505 -0.1 -0.1 -0.5
H -4.226 -0.358 -2.420 -0.1 0.3 0.0
H -4.535 -0.947 -0.787 -0.2 -0.7 -0.3
C -3.578 1.120 -5.467 -0.3 0.6 -0.2
N -2.610 1.711 -4.493 1.4 0.7 0.1
O -2.048 2.788 -4.775 -1.4 -2.3 0.7
O -2.348 1.013 -3.508 -0.2 1.0 -0.8
H -3.999 1.937 -6.053 0.2 -0.1 0.0
H -4.382 0.601 -4.945 0.4 0.0 0.1
H -2.996 0.445 -6.095 -0.1 0.0 0.1
C -1.023 -0.154 -0.843 -0.6 0.7 -0.4
N -0.448 -0.667 0.425 -0.9 -0.1 0.0
O -1.130 -0.599 1.446 0.6 -0.1 -0.8
O 0.646 -1.159 0.338 0.5 -0.3 0.4
H -1.552 -0.932 -1.392 0.1 -0.3 0.4
H -0.229 0.207 -1.497 0.0 0.1 0.4
H -1.746 0.618 -0.579 0.2 0.0 -0.1
O -4.327 -6.903 -0.245 2.0 -0.3 0.1
C -3.111 -6.991 -0.146 -1.4 0.8 0.0
O -2.253 -6.165 -0.830 0.9 -0.8 0.3
C -2.679 -5.107 -1.730 -1.1 0.6 1.3
C -1.701 -3.893 -1.667 -0.3 -1.8 -0.2
C -2.369 -7.949 0.843 -0.9 0.8 -0.9
H -3.616 -4.744 -1.308 -0.2 0.0 -0.3
H -2.916 -5.512 -2.714 0.4 0.0 0.0
H -0.763 -4.125 -2.170 0.1 0.2 0.0
H -1.512 -3.722 -0.608 0.1 0.3 -0.1
H -2.183 -3.042 -2.149 0.0 0.0 0.1
H -1.509 -8.386 0.336 0.0 0.1 0.4
H -3.057 -8.705 1.223 -0.1 -0.1 -0.5
H -2.118 -7.380 1.739 0.5 0.2 -0.2
O 3.569 -1.508 7.286 -1.7 0.2 -0.1
C 2.401 -1.020 7.368 -0.3 1.4 -1.7
O 1.529 -0.842 6.406 1.3 0.2 2.4
C 1.635 -1.410 5.127 -1.1 -2.7 -3.8
C 0.446 -1.034 4.184 0.3 2.0 1.0
C 1.971 -0.303 8.634 0.8 -1.2 -0.2
H 1.522 -2.489 5.231 0.3 -0.1 0.4
H 2.558 -1.256 4.569 0.4 0.5 0.8
H 0.116 -1.716 3.400 0.5 -0.5 0.5
H 0.669 -0.107 3.656 0.3 0.0 -0.1
H -0.402 -0.721 4.794 -0.3 -0.5 0.1
H 1.036 -0.825 8.837 -0.2 0.4 0.3
H 1.855 0.730 8.306 -0.1 0.0 0.3
H 2.692 -0.457 9.437 -0.2 0.3 0.0
O -1.881 3.910 1.064 -2.8 -1.0 -3.6
C -2.485 3.605 -0.017 4.0 0.5 1.9
O -3.655 2.988 -0.116 -0.2 0.7 0.0
C -4.365 2.665 1.072 -0.7 -1.1 1.1
C -3.859 1.355 1.676 -0.6 0.3 0.7
C -1.782 3.774 -1.419 -1.5 -0.1 1.1
H -5.430 2.602 0.847 0.1 -0.4 -0.8
H -4.422 3.411 1.865 1.1 0.5 -0.3
H -4.011 0.456 1.078 0.4 0.3 -0.4
H -4.485 1.160 2.546 -0.1 0.1 0.2
H -2.843 1.446 2.059 0.0 -0.1 -0.4
H -1.185 4.684 -1.363 0.0 -0.3 -0.3
H -2.547 3.789 -2.195 -0.1 0.6 0.0
H -1.204 2.902 -1.726 0.3 0.0 0.7
O 4.444 2.664 -3.785 -0.6 -3.1 -1.1
C 4.264 1.594 -4.413 0.7 3.7 0.8
O 3.200 0.814 -4.311 -0.7 -0.9 0.3
C 2.190 1.053 -3.297 -0.5 1.3 0.0
C 1.219 2.193 -3.704 0.0 0.4 -0.5
C 5.179 1.165 -5.539 -0.5 -0.9 0.4
H 2.704 1.221 -2.351 -0.1 0.4 0.0
H 1.587 0.156 -3.154 0.4 -0.3 -0.6
H 0.992 2.224 -4.769 0.3 -0.7 -0.3
H 1.558 3.218 -3.556 0.4 -0.2 0.6
H 0.210 2.130 -3.296 0.2 -0.3 0.6
H 6.148 0.865 -5.141 0.1 0.5 0.0
H 5.239 1.956 -6.287 0.2 0.0 0.2
H 4.764 0.257 -5.976 0.0 0.1 -0.2
O 3.983 2.142 0.082 4.1 -1.4 3.5
C 5.090 1.966 0.716 -3.3 1.3 -2.7
O 5.291 1.238 1.872 -0.7 1.1 -1.7
C 4.197 0.598 2.525 -1.5 -0.6 0.3
C 3.669 -0.697 1.920 1.1 -1.0 0.1
C 6.361 2.643 0.169 -0.1 -1.3 0.9
H 3.244 1.105 2.676 0.5 1.5 -0.6
H 4.549 0.465 3.548 0.3 -0.4 -0.1
H 3.394 -0.716 0.865 0.1 0.6 0.0
H 2.765 -1.007 2.444 -0.1 0.2 0.1
H 4.407 -1.484 2.071 0.0 -0.2 -0.2
H 6.367 2.667 -0.921 -0.4 0.1 0.2
H 7.194 2.028 0.509 0.2 0.2 -0.1
H 6.509 3.643 0.576 -0.3 0.0 0.0
```
Forces are in eV/Å.

## Properties
* multiplicity: 2
* net charge: +1
* frontier orbital gap (alpha / beta): 0.248 / 0.074 Eh
* E: -68524.767 eV
* HOMO energy (alpha / beta): -0.4176 / -0.4176 hartree
* expectation value of S²: 0.76